A structure of composition C29H46N12PtSe. Source: OMol25; level of theory: ωB97M-V with the def2-TZVPD basis set.

```
89
C29H46N12PtSe ωB97M-V with the def2-TZVPD basis set
Pt 0.4008 -0.0276 1.7117
N -1.0309 1.3402 2.7239
C -0.6857 1.5302 4.1686
C 0.8038 1.3241 4.3986
N 1.3076 0.1066 3.7399
C 1.0959 -1.1869 4.4199
C -0.3038 -1.7377 4.2057
N -0.6807 -1.6630 2.7558
H -2.0087 1.0708 2.6555
H -0.9667 2.2313 2.2409
H -0.9707 2.5297 4.4970
H -1.2771 0.8298 4.7518
H 1.3663 2.1638 3.9858
H 0.9993 1.3004 5.4740
H 2.3138 0.1979 3.5699
H 1.8334 -1.8769 4.0050
H 1.2918 -1.1029 5.4922
H -0.3521 -2.7688 4.5548
H -1.0421 -1.1795 4.7750
H -0.4369 -2.5350 2.2954
H -1.6925 -1.5979 2.6844
C -0.8012 1.7052 -3.4730
N -0.2688 2.7757 -2.6307
C -0.2300 4.0976 -3.2728
C 0.0614 2.5657 -1.3538
N -0.4808 1.4730 -0.6838
C -1.8016 1.3644 -0.5546
C -2.6073 2.5497 -0.5992
C -3.9474 2.5523 -0.2856
C -4.5617 1.3610 0.0466
C -3.8469 0.1268 0.0172
C -4.6007 -1.0640 0.2413
C -4.0324 -2.3151 0.0965
C -2.7109 -2.4075 -0.2761
C -1.8779 -1.2578 -0.4558
N -0.5953 -1.4272 -0.7762
C -0.1930 -2.5267 -1.5158
N -0.8358 -2.8710 -2.6347
C -1.7571 -2.0022 -3.3709
C -0.7708 -4.2301 -3.1985
N 0.9198 -3.1706 -1.1496
C 1.2516 -3.3258 0.2613
C 1.8560 -3.7754 -2.1092
C -2.4672 0.0800 -0.2735
N 0.9688 3.3182 -0.7389
C 0.9554 3.4510 0.7131
C 2.0355 4.0431 -1.4478
H -0.3300 1.7736 -4.4531
H -1.8810 1.8000 -3.6051
H -0.5568 0.7439 -3.0353
H -1.1684 4.2208 -3.8139
H 0.5885 4.1819 -3.9862
H -0.1564 4.8845 -2.5288
H -2.1223 3.4909 -0.8233
H -4.5094 3.4769 -0.2906
H -5.6139 1.3417 0.3014
H -5.6473 -0.9689 0.5026
H -4.6241 -3.2074 0.2538
H -2.2625 -3.3846 -0.4050
H -1.6959 -0.9770 -3.0302
H -2.7823 -2.3572 -3.2571
H -1.4974 -2.0450 -4.4283
H -0.3882 -4.9325 -2.4665
H -0.1670 -4.2652 -4.1042
H -1.7887 -4.5198 -3.4576
H 0.5610 -4.0163 0.7517
H 1.2605 -2.3613 0.7702
H 2.2478 -3.7544 0.3377
H 1.6640 -3.4005 -3.1101
H 1.8085 -4.8631 -2.1084
H 2.8631 -3.4747 -1.8214
H 0.0412 3.9401 1.0553
H 1.7912 4.0791 1.0105
H 1.0752 2.4774 1.1933
H 2.1454 3.6589 -2.4563
H 2.9676 3.8670 -0.9125
H 1.8514 5.1158 -1.4771
Se 5.5760 -0.0096 2.7378
N 5.9473 -0.0314 1.0415
C 4.8019 -0.0407 0.3751
C 4.6911 -0.0587 -1.0382
C 3.4332 -0.0659 -1.5614
C 2.3079 -0.0580 -0.7111
N 2.3462 -0.0408 0.6111
C 3.6049 -0.0302 1.1877
N 3.8161 -0.0113 2.4892
H 5.5868 -0.0666 -1.6469
H 3.2730 -0.0801 -2.6309
H 1.3156 -0.0698 -1.1405
```

Results
Kohn-Sham gap (alpha / beta): 7.59 / 5.76 eV
multiplicity: 5
charge: +4
largest force on an atom: 0.017 hartree/bohr
relative energy (zero: lowest compared OMol25 entry of this formula, charge and spin): 1.204 eV
electronic energy: -117253.8139 eV

A structure of composition C29H46P2SeTc in a non-equilibrium geometry. Source: OMol25; level of theory: ωB97M-V with the def2-TZVPD basis set.

```
79
C29H46P2SeTc ωB97M-V with the def2-TZVPD basis set
Tc 0.8625 -0.8611 0.6811
C 1.8842 -3.0161 1.1444
C 2.6976 -1.9688 0.5403
C 2.3594 -1.4798 2.8046
C 1.6757 -2.6847 2.5255
C 2.9438 -0.9789 1.5821
C 1.6059 -4.3385 0.5203
H 1.6203 -4.2769 -0.5716
H 0.6204 -4.7141 0.8334
H 2.3578 -5.0883 0.8193
C 0.8430 -3.4214 3.5024
H 0.3498 -4.2903 3.0613
H 0.0606 -2.7639 3.9206
H 1.4668 -3.7567 4.3429
C 2.4691 -0.8668 4.1402
H 3.1172 -1.4778 4.7787
H 1.4803 -0.8193 4.6219
H 2.8843 0.1426 4.1015
C 3.8813 0.1777 1.4817
H 4.8140 0.0078 2.0442
H 3.4209 1.0837 1.9060
H 4.1645 0.3721 0.4463
C 3.4803 -2.1165 -0.7227
H 4.4544 -2.5768 -0.5183
H 3.6641 -1.1498 -1.1898
H 2.9558 -2.7543 -1.4353
C -1.1408 -1.2497 0.1371
C -0.2552 -1.9660 -0.7230
C 0.1051 -1.5578 -2.1385
C 0.9117 -0.2485 -2.2481
C 1.3708 0.3496 -0.9364
C 0.5321 1.0808 -0.0391
C -0.9461 1.3143 -0.2334
C -1.8281 0.0329 -0.2488
H -0.8073 -1.5012 -2.7495
H 0.3292 0.4689 -2.8427
H 0.6699 -2.3769 -2.6016
H -2.2834 -0.0797 -1.2393
H -1.6761 -1.8786 0.8518
H -0.2671 -3.0473 -0.5761
H -2.6935 0.1922 0.4097
H -1.3125 1.9846 0.5516
H 1.0465 1.8748 0.5175
H -1.1146 1.8695 -1.1661
H 1.8064 -0.4508 -2.8490
H 2.4106 0.6812 -0.9413
P -1.5186 1.6159 -3.8901
C -3.3426 1.3782 -4.0332
C -1.0727 1.5135 -5.6759
P -0.0213 4.2880 -3.1874
C -1.5644 3.4470 -3.7554
C 0.6518 4.7845 -4.8464
C -0.8096 5.9341 -2.8309
H -3.8464 1.7467 -3.1264
H -3.5686 0.3088 -4.1694
H -3.6999 1.9435 -4.9035
H -1.8468 2.0462 -6.2426
H -1.0462 0.4514 -5.9779
H -0.0884 1.9765 -5.8481
H -1.2658 6.3165 -3.7562
H -0.0359 6.6414 -2.4896
H -1.5764 5.8241 -2.0462
H -2.4038 3.7282 -3.0999
H -1.8052 3.8364 -4.7584
H 1.5233 5.4419 -4.6803
H -0.1286 5.3464 -5.3797
H 0.9588 3.8984 -5.4254
Se -0.6924 0.1689 2.9730
C -1.7670 -0.7423 4.2826
C -1.1994 -1.2757 5.4560
C -1.9836 -1.7903 6.4973
C -3.3741 -1.7598 6.4040
C -3.9671 -1.2112 5.2591
C -3.1797 -0.7099 4.2178
H -0.1201 -1.2387 5.5879
H -1.5015 -2.2162 7.3818
H -3.9947 -2.1602 7.2105
H -5.0571 -1.1790 5.1968
H -3.6476 -0.2285 3.3601
```

Results
Kohn-Sham gap (alpha / beta): 6.98 / 3.81 eV
multiplicity: 4
charge: +2
largest force on an atom: 0.107 hartree/bohr
relative energy (zero: lowest compared OMol25 entry of this formula, charge and spin): 0.000 eV
electronic energy: -116923.5631 eV

A cluster of 3 separate species, C29H47BBr2N2O6S in total in a non-equilibrium geometry. Source: OMol25; level of theory: ωB97M-V with the def2-TZVPD basis set.

```
88
C29H47BBr2N2O6S ωB97M-V with the def2-TZVPD basis set
C -2.4812 3.0869 2.0886
C -2.7772 2.7222 3.6224
C -2.6116 1.1295 3.9467
Br -3.5559 0.5785 5.6164
C -2.9010 0.1933 2.6914
C -4.2989 0.1686 1.9531
B -5.5906 1.0580 2.4279
C -6.2730 1.9866 1.2480
O -6.1651 1.0457 3.7452
C -4.5605 -0.7288 0.6823
C -3.4632 -1.6422 0.0830
S -3.8631 -2.6077 -1.4394
C -2.8321 -2.1255 -2.9154
O -5.3004 -2.2324 -1.8110
O -3.8887 -4.1102 -1.2086
C -2.0867 -1.6566 0.8319
C -1.8000 -0.7724 2.1056
C -0.3421 -0.9421 2.7237
O -0.0504 -0.9771 3.9407
C 0.8487 -1.1492 1.6461
C 2.3074 -0.5092 1.7973
C 2.3173 1.0433 2.1709
O 3.0274 1.3819 3.1573
Br 1.3528 2.4736 1.1954
C 0.5845 -1.9532 0.4882
C -0.8877 -2.5830 0.2610
O -1.0821 -3.6886 -0.2943
H -1.3608 2.9956 1.8138
H -2.7176 4.2149 1.9669
H -3.1435 2.5446 1.3314
H -2.0929 3.3337 4.3068
H -3.8543 3.0270 3.8927
H -1.4855 1.0078 4.1833
H -7.1961 1.3745 0.8963
H -6.6227 3.0035 1.6266
H -5.5902 2.0458 0.3218
H -7.1176 0.8189 3.6605
H -5.5832 -0.6855 0.1656
H -2.1987 -3.0278 -3.2095
H -2.1615 -1.2199 -2.7404
H -3.5517 -1.9198 -3.7800
H 2.8279 -1.0919 2.6496
H 2.9102 -0.7357 0.8367
H 1.3890 -2.1689 -0.2948
C 1.8051 -9.5289 -1.7412
C 2.7025 -8.3702 -1.3214
N 2.5314 -7.1753 -2.1410
C 3.5890 -6.1866 -1.9521
C 3.7179 -5.5417 -0.5736
C 1.1772 -6.6368 -2.2219
C 0.4818 -6.2587 -0.9154
H 1.9247 -9.7572 -2.8036
H 2.0690 -10.4264 -1.1747
H 0.7504 -9.3193 -1.5461
H 3.7371 -8.7181 -1.4181
H 2.5415 -8.1611 -0.2566
H 3.4824 -5.3948 -2.7024
H 4.5456 -6.6668 -2.1893
H 2.9201 -4.8222 -0.3837
H 4.6618 -4.9903 -0.5127
H 3.7222 -6.2789 0.2326
H 0.5480 -7.3703 -2.7384
H 1.1715 -5.7661 -2.8879
H 0.5732 -7.0357 -0.1526
H -0.5861 -6.1122 -1.0992
H 0.8638 -5.3239 -0.5074
C 0.0260 6.6004 -1.1222
C 1.2458 7.3363 -1.6655
N 2.3128 7.4978 -0.6836
C 3.3351 8.4583 -1.0908
C 4.1665 8.1261 -2.3278
C 2.8125 6.2735 -0.0678
C 3.3565 5.1831 -0.9895
H -0.3453 7.0710 -0.2080
H -0.7801 6.6229 -1.8609
H 0.2441 5.5502 -0.9101
H 0.9044 8.3285 -1.9805
H 1.5979 6.8252 -2.5702
H 4.0134 8.6430 -0.2502
H 2.8418 9.4215 -1.2661
H 4.8928 7.3365 -2.1312
H 4.7356 9.0088 -2.6358
H 3.5482 7.8280 -3.1778
H 2.0041 5.8370 0.5299
H 3.5821 6.5257 0.6705
H 2.6945 4.9805 -1.8348
H 3.4583 4.2488 -0.4288
H 4.3457 5.4316 -1.3739
```

Results
Kohn-Sham gap: 6.14 eV
largest force on an atom: 0.131 hartree/bohr
SMILES string: CC[C@@H](Br)c1c(B(C)O)cc(S(C)(=O)=O)c2c1C(=O)C(CC(=O)Br)=CC2=O.CCN(CC)CC.CCN(CC)CC
electronic energy: -197688.6473 eV

Q: The lowest electronic energy belongs to which entry?
A: C29H47BBr2N2O6S